# 1
Entry from OMol25: C47H38IrN3O2PSe2 as an isolated structure (ωB97M-V/def2-TZVPD).

The HOMO energy (alpha / beta) is -11.92 / -11.92 eV. The molecular weight is 1057.95 g/mol. As for the spin multiplicity: 2. As for the energy relative to the best compared isomer or geometry (same formula, charge and spin): 0.00 kcal/mol. As for the total charge: +2. The calculation puts the frontier orbital gap (alpha / beta) at 6.3 / 3.7 eV. For the largest force on an atom, the calculation gives 0.661 eV Å⁻¹.

Last column: Löwdin charge in e.
Geometry (Å):
Ir  -0.046  0.450  0.423  1.31
Se  2.671  2.465  -0.708  0.77
Se  3.193  0.527  -1.842  0.76
C  3.028  -0.705  -0.382  -0.65
C  4.088  -1.588  -0.230  -0.09
C  4.075  -2.511  0.802  -0.02
C  2.991  -2.509  1.658  -0.01
C  1.971  -1.606  1.433  -0.12
N  1.961  -0.707  0.431  -0.06
C  0.938  2.577  -1.524  -0.66
C  0.714  3.650  -2.373  -0.08
C  -0.428  3.689  -3.155  -0.01
C  -1.292  2.608  -3.102  -0.01
C  -1.027  1.598  -2.203  -0.12
N  0.029  1.596  -1.372  -0.13
H  4.926  -1.521  -0.910  0.11
H  4.901  -3.195  0.940  0.13
H  2.919  -3.190  2.494  0.12
H  1.111  -1.606  2.082  0.10
H  1.468  4.421  -2.447  0.11
H  -0.609  4.521  -3.822  0.13
H  -2.164  2.534  -3.735  0.13
H  -1.681  0.751  -2.132  0.07
C  -5.835  1.235  -1.828  -0.04
C  -4.837  0.295  -2.065  -0.05
C  -3.711  0.266  -1.264  -0.12
C  -3.554  1.189  -0.227  -0.31
C  -4.572  2.108  0.025  -0.06
C  -5.704  2.131  -0.781  -0.04
P  -2.189  1.005  0.963  1.04
C  -2.283  2.335  2.151  -0.35
C  -2.237  3.653  1.690  -0.09
C  -2.172  4.694  2.599  -0.04
C  -2.144  4.426  3.962  -0.04
C  -2.183  3.118  4.422  -0.04
C  -2.249  2.068  3.518  -0.08
C  -2.660  -0.622  1.617  -0.26
C  -3.734  -0.929  2.435  -0.03
C  -4.138  -2.257  2.582  -0.03
C  -3.504  -3.264  1.880  0.02
C  -2.422  -2.967  1.034  -0.15
C  -1.773  -3.959  0.258  0.06
C  -0.719  -3.632  -0.597  -0.02
C  -0.245  -2.340  -0.665  -0.05
C  -0.832  -1.283  0.094  -0.27
C  -1.978  -1.633  0.924  -0.20
H  -6.717  1.257  -2.454  0.12
H  -4.946  -0.422  -2.867  0.12
H  -2.967  -0.504  -1.436  0.10
H  -4.493  2.807  0.843  0.10
H  -6.486  2.852  -0.580  0.12
H  -2.252  3.865  0.627  0.12
H  -2.141  5.716  2.246  0.12
H  -2.089  5.243  4.669  0.12
H  -2.153  2.912  5.484  0.12
H  -2.264  1.048  3.881  0.10
H  -4.279  -0.142  2.944  0.13
H  -4.971  -2.492  3.230  0.13
H  -3.842  -4.289  1.970  0.13
H  -2.115  -4.985  0.325  0.14
H  -0.258  -4.406  -1.194  0.13
H  0.593  -2.117  -1.312  0.11
C  -1.596  -4.429  7.210  -0.04
C  -0.459  -3.461  7.018  -0.22
C  0.723  -3.644  7.726  -0.04
C  1.794  -2.778  7.565  -0.06
C  1.698  -1.713  6.687  -0.04
C  0.510  -1.502  6.000  -0.20
N  0.388  -0.447  5.054  0.11
C  0.889  0.819  5.155  -0.17
C  1.252  1.354  6.405  -0.01
C  1.760  2.625  6.512  -0.04
C  1.940  3.450  5.392  -0.06
C  1.565  2.970  4.170  -0.01
C  1.031  1.667  4.025  -0.08
C  0.634  1.288  2.698  -0.53
O  0.828  1.985  1.656  -0.16
O  0.002  0.157  2.451  -0.21
C  -0.577  -2.366  6.152  -0.16
C  -1.840  -2.107  5.372  -0.03
H  -1.268  -5.290  7.790  0.08
H  -1.984  -4.798  6.259  0.08
H  -2.427  -3.968  7.748  0.09
H  0.807  -4.481  8.406  0.12
H  2.712  -2.943  8.114  0.11
H  2.542  -1.054  6.531  0.12
H  -0.030  -0.696  4.174  0.10
H  1.111  0.753  7.291  0.12
H  2.020  2.998  7.494  0.12
H  2.353  4.442  5.498  0.11
H  1.658  3.580  3.282  0.12
H  -2.096  -1.046  5.391  0.08
H  -2.684  -2.662  5.774  0.07
H  -1.733  -2.397  4.319  0.08

# 2
Entry from OMol25: a 2-piece molecular cluster, C5H9NO4S overall at a distorted geometry (ωB97M-V/def2-TZVPD).

The HOMO energy is -9.01 eV. The molecular weight is 179.20 g/mol. As for the energy relative to the best compared isomer or geometry (same formula, charge and spin): 118.90 kcal/mol. The calculation puts the frontier orbital gap at 9.2 eV. For the largest force on an atom, the calculation gives 4.334 eV Å⁻¹.

Last column: Löwdin charge in e.
Geometry (Å):
C  1.340  2.151  -0.325  -0.65
C  -2.396  -1.102  -0.202  0.00
C  -1.176  -1.499  -0.424  -0.21
C  0.190  1.521  -0.854  0.00
C  1.593  -1.348  0.120  -0.15
N  -0.998  2.072  -0.783  0.13
O  1.915  1.647  0.767  0.06
O  1.924  2.996  -0.978  0.09
O  -0.046  -2.538  1.853  -0.33
O  -0.227  -0.059  1.559  -0.35
S  0.013  -1.348  0.954  0.66
H  -3.083  -1.140  -1.014  0.07
H  -2.565  -0.935  0.823  0.07
H  -0.537  -1.751  -1.242  0.07
H  2.307  -1.769  0.904  0.11
H  1.615  -2.155  -0.624  0.08
H  2.053  -0.509  -0.272  0.02
H  1.178  0.994  1.206  0.12
H  -1.257  3.005  -0.357  0.16
H  -1.843  1.767  -1.111  0.06

# 3
Entry from OMol25: a 6-piece molecular cluster, C25H43BFN7O2P overall at a distorted geometry (ωB97M-V/def2-TZVPD).

The HOMO energy is -11.33 eV. The molecular weight is 534.45 g/mol. As for the total charge: +1. The calculation puts the frontier orbital gap at 6.6 eV. For the largest force on an atom, the calculation gives 10.372 eV Å⁻¹.

Last column: Löwdin charge in e.
Geometry (Å):
C  4.670  1.952  1.626  -0.14
O  4.295  0.556  1.967  -0.27
C  4.351  -0.181  0.662  -0.21
C  3.190  -1.374  0.595  -0.17
C  1.688  -0.739  0.425  -0.20
C  1.312  -0.693  -1.204  -0.20
C  1.672  0.755  -1.887  -0.22
C  0.378  1.621  -2.401  -0.20
C  -0.251  2.628  -1.224  -0.16
C  -1.070  1.783  -0.062  -0.06
C  -2.057  0.575  -0.594  0.09
C  -2.895  -0.257  0.555  0.03
B  -3.928  -1.442  0.025  -0.40
N  -5.186  -1.778  0.862  0.14
O  -3.782  -2.205  -1.237  0.04
N  -2.699  0.080  2.030  0.10
C  -1.808  1.174  2.577  -0.01
F  -1.758  1.366  4.048  -0.01
C  -0.943  2.125  1.537  -0.20
P  0.187  3.592  2.127  0.88
C  -0.962  4.539  3.382  -0.33
C  1.667  2.952  3.161  -0.32
H  3.726  2.402  1.050  0.09
H  4.780  2.515  2.667  0.11
H  5.633  2.041  0.966  0.11
H  4.265  0.572  -0.249  0.10
H  5.415  -0.690  0.632  0.14
H  3.235  -1.916  1.632  0.12
H  3.486  -2.166  -0.224  0.12
H  0.915  -1.469  0.965  0.11
H  1.546  0.318  0.939  0.10
H  0.220  -1.078  -1.409  0.09
H  2.038  -1.488  -1.705  0.10
H  2.373  0.602  -2.839  0.11
H  2.244  1.385  -1.074  0.09
H  0.786  2.366  -3.237  0.13
H  -0.459  0.982  -2.937  0.10
H  -1.001  3.331  -1.793  0.13
H  0.614  3.299  -0.810  0.10
H  -2.172  0.353  -1.739  0.12
H  -5.387  -2.802  0.819  0.03
H  -5.051  -1.436  1.841  0.06
H  -2.821  -2.379  -1.463  0.11
H  -3.255  -0.476  2.740  0.16
H  -0.647  5.655  3.536  0.04
H  -0.872  3.914  4.392  0.05
H  -2.094  4.494  3.020  0.06
H  2.631  3.506  2.729  0.04
H  1.568  3.358  4.279  0.07
H  1.829  1.789  3.118  0.06
C  -2.774  6.478  6.846  -0.08
C  -1.377  6.830  6.361  -0.21
N  -0.218  7.122  5.959  0.09
H  -2.924  6.859  7.860  0.08
H  -3.522  6.925  6.185  0.08
H  -2.905  5.393  6.850  0.07
C  6.218  1.221  -3.689  -0.10
C  5.058  2.022  -3.121  -0.19
N  4.096  2.687  -2.649  0.09
H  6.023  0.151  -3.577  0.02
H  6.344  1.451  -4.751  0.07
H  7.140  1.473  -3.159  0.08
C  -4.582  -6.230  0.095  -0.09
C  -5.742  -5.429  0.663  -0.19
N  -6.704  -4.765  1.135  0.09
H  -4.777  -7.300  0.207  0.06
H  -4.456  -6.001  -0.967  0.05
H  -3.660  -5.979  0.625  0.08
C  4.363  -2.602  -5.810  -0.07
C  5.603  -1.814  -5.421  -0.16
N  6.632  -1.159  -5.099  0.10
H  4.563  -3.674  -5.731  0.08
H  3.534  -2.345  -5.145  0.07
H  4.079  -2.368  -6.840  0.08
C  -6.979  -6.892  -3.538  -0.07
C  -5.905  -7.658  -2.783  -0.19
N  -5.014  -8.293  -2.156  0.10
H  -6.553  -6.443  -4.439  0.08
H  -7.787  -7.570  -3.827  0.08
H  -7.388  -6.101  -2.904  0.08

E_tot across the listed records, respectively: -200730.401 -25842.055 -53809.799 eV.